8
Properties=species:S:1:pos:R:3:forces:R:3 method="wB97M-V/def2-TZVPD" homo_energy_ev=-4.183 molar_mass_g_mol=218.84 charge=-1 e_tot_ev=-102291.11392 relative_energy_kcal_mol=25.4
C -0.17783 0.39041 -0.13354 -1.45 -3.29 1.03
C 0.35477 -1.47201 0.48139 -1.00 2.95 -0.60
C 0.73718 1.43467 0.09055 0.90 -0.45 -1.09
O 1.78848 1.91140 -0.18905 0.17 0.98 0.35
O -0.20289 1.41805 1.00187 0.30 0.32 0.88
Cl -1.69170 0.59402 -1.05708 0.82 -0.07 -0.14
Cl 0.66768 -2.09973 -1.16424 0.22 -0.41 -0.54
Br -1.47568 -2.17681 0.97010 0.04 -0.03 0.10